No. 1
One molecule with the formula C6H14N2 at a distorted geometry. Source: the Open Molecules 2025 dataset; level of theory: ωB97M-V/def2-TZVPD.

Last column: Löwdin charge in e.
Element x y z (Å)
C1 1.209 1.540 -1.046  -0.0771
C2 1.006 0.373 -0.099  -0.2957
C3 2.334 -0.196 0.353  -0.0701
C4 -0.131 -0.371 0.011  -0.2453
C5 -0.217 -1.839 0.321  -0.0524
C6 -1.392 0.435 0.040  -0.5052
N1 -2.381 0.022 -0.911  0.0633
N2 -2.026 0.612 1.341  0.0584
H1 1.125 2.481 -0.499  0.0777
H2 2.199 1.512 -1.501  0.0766
H3 0.479 1.565 -1.853  0.0784
H4 2.928 -0.515 -0.507  0.0817
H5 2.906 0.571 0.876  0.0822
H6 2.231 -1.058 1.006  0.0611
H7 0.334 -2.083 1.231  0.0715
H8 0.212 -2.438 -0.485  0.0856
H9 -1.249 -2.147 0.494  0.0671
H10 -0.817 1.483 -0.106  0.1499
H11 -3.065 -0.622 -0.533  0.0723
H12 -2.019 -0.108 -1.845  0.0798
H13 -1.391 1.074 1.980  0.0765
H14 -2.274 -0.291 1.731  0.0638

Computed properties:
gap between HOMO and LUMO = 0.3310 Ha
E_LUMO = 0.9 eV
energy relative to the best compared isomer or geometry (same formula, charge and spin) = 1.7669 eV
calculated total energy = -9427.717 eV

No. 2
C39H32IN7O3Sc as an isolated structure at a distorted geometry. Source: the Open Molecules 2025 dataset; level of theory: ωB97M-V/def2-TZVPD.

Last column: Löwdin charge in e.
Element x y z (Å)
Sc1 0.864 -0.181 -0.383  1.0120
N1 1.066 0.061 4.191  0.1509
C1 0.978 -0.367 2.938  -0.1161
N2 1.231 0.351 1.885  0.0816
C2 1.547 1.706 2.054  -0.2549
N3 1.614 2.550 1.086  0.1064
N4 1.295 2.010 -0.164  -0.0624
C3 0.921 2.873 -1.010  -0.0567
C4 0.533 2.426 -2.365  -0.2468
C5 -0.202 3.235 -3.202  0.0088
C6 -0.543 2.741 -4.455  -0.0199
C7 -0.126 1.473 -4.815  -0.0206
C8 0.599 0.726 -3.898  -0.0991
N5 0.922 1.187 -2.694  0.0809
C9 1.790 2.198 3.421  -0.0780
C10 2.246 3.492 3.689  -0.0028
C11 2.422 3.910 4.989  -0.0531
C12 2.136 3.042 6.048  -0.0507
C13 1.684 1.764 5.804  -0.0050
C14 1.518 1.352 4.486  -0.1674
H1 0.808 -0.563 4.938  0.1679
H2 0.654 -1.393 2.809  0.1256
H3 0.869 3.922 -0.736  0.1456
H4 -0.515 4.218 -2.874  0.1260
H5 -1.134 3.340 -5.136  0.1211
H6 -0.371 1.051 -5.781  0.1207
H7 0.912 -0.287 -4.127  0.1264
H8 2.452 4.150 2.856  0.1166
H9 2.773 4.912 5.193  0.1135
H10 2.273 3.373 7.071  0.1162
H11 1.464 1.085 6.621  0.1215
O1 3.033 0.061 -1.121  -0.1222
C15 4.131 -0.810 -0.893  -0.1261
C16 3.711 -1.901 0.049  -0.2326
C17 4.652 -2.833 0.462  -0.0004
C18 4.250 -3.884 1.260  -0.0303
C19 2.912 -3.975 1.620  -0.0264
C20 2.049 -2.996 1.181  -0.1082
N6 2.434 -1.959 0.421  0.0832
H12 3.040 0.432 -2.010  0.1007
H13 4.970 -0.254 -0.478  0.1384
H14 4.448 -1.261 -1.833  0.1472
H15 5.684 -2.734 0.143  0.1288
H16 4.963 -4.629 1.586  0.1195
H17 2.539 -4.795 2.219  0.1169
H18 0.999 -3.041 1.436  0.0772
C21 -3.741 3.410 -0.854  -0.0928
C22 -2.584 3.678 -0.137  -0.0845
C23 -1.745 2.641 0.264  -0.0565
C24 -2.029 1.319 -0.065  -0.3058
C25 -3.215 1.057 -0.757  -0.0384
C26 -4.060 2.086 -1.145  -0.0717
N7 -1.125 0.273 0.267  -0.0583
C27 -1.645 -0.758 1.062  -0.3125
C28 -1.170 -2.071 0.944  -0.0850
C29 -1.592 -3.078 1.812  -0.0952
C30 -2.520 -2.811 2.802  -0.0973
C31 -3.027 -1.514 2.912  -0.0757
C32 -2.596 -0.504 2.070  -0.0186
H19 -4.397 4.214 -1.165  0.1019
H20 -2.337 4.700 0.134  0.1052
H21 -0.869 2.859 0.869  0.0930
H22 -3.474 0.028 -0.977  0.1127
H23 -4.977 1.853 -1.676  0.1074
H24 -0.516 -2.344 0.125  0.0779
H25 -1.222 -4.089 1.673  0.1114
H26 -2.873 -3.600 3.454  0.1010
H27 -3.765 -1.288 3.673  0.1066
H28 -2.983 0.502 2.186  0.1180
I1 -5.392 -2.023 -5.513  0.8935
C33 -3.594 -2.178 -4.479  -0.7368
C34 -3.168 -1.116 -3.693  -0.1438
C35 -1.964 -1.221 -3.008  -0.0313
C36 -1.194 -2.371 -3.108  -0.1339
C37 -1.641 -3.432 -3.890  -0.0005
C38 -2.839 -3.340 -4.580  -0.1325
C39 0.110 -2.524 -2.402  -0.5334
O2 0.714 -3.570 -2.404  0.0996
O3 0.559 -1.453 -1.745  -0.1972
H29 -3.766 -0.217 -3.610  0.0887
H30 -1.636 -0.404 -2.380  0.0887
H31 -1.033 -4.326 -3.950  0.1250
H32 -3.182 -4.164 -5.191  0.0971

Computed properties:
gap between HOMO and LUMO = 0.2316 Ha
E_LUMO = -3.2 eV
energy relative to the best compared isomer or geometry (same formula, charge and spin) = 0.1957 eV
calculated total energy = -86337.008 eV
net charge = +1

No. 3
One molecule with the formula C3H4N2O2 at a distorted geometry. Source: the Open Molecules 2025 dataset; level of theory: ωB97M-V/def2-TZVPD.

Last column: Löwdin charge in e.
Element x y z (Å)
N1 0.010 0.103 -2.738  0.1606
C1 0.143 0.413 -1.638  -0.1873
C2 0.226 0.767 -0.240  -0.3358
O1 -0.284 1.990 0.044  0.0477
C3 -0.470 -0.417 0.745  -0.5260
N2 0.292 -1.438 0.726  0.1843
O2 -1.394 0.018 1.329  0.1217
H1 1.408 0.709 0.057  0.1911
H2 -1.110 1.713 0.319  0.0445
H3 1.095 -1.516 0.122  0.1192
H4 0.083 -2.342 1.273  0.1799

Computed properties:
gap between HOMO and LUMO = 0.3962 Ha
E_LUMO = 0.4 eV
energy relative to the best compared isomer or geometry (same formula, charge and spin) = 2.5716 eV
calculated total energy = -10249.694 eV

No. 4
C28H38BCaN10OS4 as an isolated structure at a distorted geometry. Source: the Open Molecules 2025 dataset; level of theory: ωB97M-V/def2-TZVPD.

Last column: Löwdin charge in e.
Element x y z (Å)
Ca1 10.880 9.907 11.719  0.8340
C1 13.418 13.987 15.733  -0.0505
C2 12.596 13.792 14.458  -0.5559
C3 12.210 15.198 14.005  -0.0407
C4 13.415 13.046 13.404  -0.0572
N1 11.347 12.992 14.714  0.0078
C5 10.770 12.836 15.945  -0.0698
C6 9.483 12.489 15.750  -0.1070
N2 9.209 12.400 14.436  0.0389
B1 7.732 12.136 14.010  -0.6004
N3 7.428 12.779 12.628  0.0218
C7 7.215 14.150 12.559  -0.0652
C8 7.025 14.505 11.269  -0.0689
N4 7.182 13.366 10.522  -0.0050
C9 7.426 12.284 11.361  -0.6746
S1 7.643 10.638 10.848  0.5943
C10 7.345 13.356 9.054  -0.5466
C11 6.305 12.466 8.359  -0.0615
C12 8.760 12.924 8.633  -0.0717
C13 7.080 14.782 8.523  -0.0688
N5 7.192 10.695 14.023  0.0393
C14 5.804 10.504 14.039  -0.0511
C15 5.585 9.194 14.155  -0.0617
N6 6.817 8.557 14.234  -0.0047
C16 7.798 9.491 14.099  -0.7034
S2 9.453 9.146 14.066  0.6281
C17 7.037 7.090 14.302  -0.5108
C18 7.979 6.654 15.493  -0.0599
C19 5.635 6.413 14.511  -0.0498
C20 7.499 6.581 12.953  -0.0456
C21 10.363 12.707 13.765  -0.6928
S3 10.535 12.738 12.125  0.6712
H1 14.332 14.507 15.410  0.0959
H2 13.667 13.031 16.117  0.0762
H3 12.863 14.538 16.483  0.0753
H4 13.136 15.805 14.004  0.0912
H5 11.513 15.519 14.859  0.1111
H6 11.666 15.237 13.075  0.0500
H7 14.373 13.454 13.374  0.0614
H8 12.894 13.176 12.453  0.0191
H9 13.588 12.015 13.753  0.0606
H10 11.347 12.859 16.892  0.1294
H11 8.760 12.250 16.536  0.1316
H12 7.118 12.746 14.799  0.1102
H13 7.204 14.764 13.459  0.1228
H14 6.808 15.459 10.894  0.0918
H15 6.566 11.417 8.441  0.0371
H16 6.350 12.751 7.319  0.0706
H17 5.307 12.625 8.789  0.0930
H18 8.911 11.920 8.881  -0.0395
H19 9.584 13.603 8.988  0.1021
H20 8.881 12.907 7.519  0.0994
H21 6.063 15.146 8.748  0.0872
H22 7.188 14.807 7.432  0.0846
H23 7.807 15.468 8.992  0.0842
H24 5.054 11.275 13.966  0.1262
H25 4.678 8.679 14.040  0.0965
H26 7.917 7.290 16.446  0.1065
H27 9.036 6.710 15.199  0.0347
H28 7.811 5.626 15.767  0.0577
H29 5.075 6.916 15.322  0.0906
H30 5.730 5.355 14.650  0.0738
H31 5.134 6.603 13.575  0.0672
H32 8.507 6.899 12.663  0.0663
H33 6.798 6.830 12.199  0.0783
H34 7.525 5.531 13.014  0.0699
O1 10.874 7.901 10.680  -0.3175
N7 11.235 7.625 9.480  -0.2465
C22 11.548 6.347 9.138  -0.0330
C23 12.003 5.968 7.903  -0.0917
C24 12.034 6.944 6.914  -0.1050
C25 11.676 8.243 7.216  -0.0999
C26 11.380 8.652 8.555  -0.6662
S4 11.233 10.296 8.998  0.5636
H35 11.432 5.648 9.945  0.1264
H36 12.159 4.905 7.691  0.1047
H37 12.237 6.652 5.881  0.1017
H38 11.661 9.042 6.501  0.0864
N8 12.793 9.458 13.030  0.0082
C27 13.852 9.657 13.484  -0.3736
N9 15.001 10.004 14.033  0.0289
C28 16.093 9.344 13.746  -0.4656
N10 17.076 8.820 13.441  0.0547

Computed properties:
gap between HOMO and LUMO = 0.2651 Ha
E_LUMO = 2.4 eV
energy relative to the best compared isomer or geometry (same formula, charge and spin) = 0.7287 eV
calculated total energy = -109065.387 eV
net charge = -1

| no. | HOMO level (eV) |
| --- | --- |
| 1 | -8.13 |
| 2 | -9.54 |
| 3 | -10.41 |
| 4 | -4.85 |